No. 1
105
Properties=species:S:1:pos:R:3 method="wB97M-V/def2-TZVPD" e_homo_ev=-4.760 relative_energy_ev=0.000 orbital_gap_ev=6.7 energy_ev=-111477.758 charge=-1 molar_mass_g_mol=1171.14 largest_force_ev_per_a=0.46
F 0.100 -1.238 1.771
C 2.470 2.781 4.010
H -2.370 -3.944 -0.221
C 0.936 1.283 2.916
H -1.735 5.910 0.804
F 0.698 -3.450 1.650
H 0.681 -4.227 -0.516
C 4.861 1.459 -4.687
C -0.132 3.513 -1.746
C 1.013 -1.468 -2.441
H 2.083 3.626 0.760
H 5.769 1.748 -5.202
H -3.597 -3.420 6.723
H -4.471 -3.967 4.462
H 0.267 2.831 -2.482
C -2.774 -0.541 5.101
C -1.171 5.627 -1.251
H 3.729 2.038 0.412
H 6.006 1.011 0.216
C -4.971 0.376 -1.060
Sr -2.591 -0.403 0.153
C -2.104 1.638 4.334
C 0.782 -3.643 -1.420
H 4.095 1.496 -1.221
C 1.962 3.073 1.684
H 0.860 -1.814 -0.316
H -0.897 3.737 1.537
H -2.624 1.516 -3.133
C 1.617 1.694 4.058
C -3.525 2.136 -1.201
C 3.611 -0.162 -3.425
C -2.772 -4.563 -3.524
H 0.894 -3.915 -4.793
H 3.003 3.094 4.900
H 0.267 0.437 2.967
N -2.274 -2.516 -1.700
C 2.525 0.711 -3.344
C 0.897 -3.455 -3.812
C 2.642 3.476 2.818
C 1.107 1.966 1.717
C -4.539 1.553 -0.413
H 3.547 -1.138 -2.961
C 2.659 0.266 -0.184
C 0.786 -4.241 -2.669
H 1.092 -1.477 -4.594
C -3.328 1.325 -2.334
F -1.473 -2.757 1.254
H 4.375 -2.140 2.989
H -3.004 3.057 -0.982
C 4.770 0.209 -4.088
C -2.464 1.267 3.015
H 3.304 4.333 2.774
H -0.523 5.031 -3.205
H -4.367 -0.534 -2.991
C -2.993 0.036 2.673
H -5.754 -0.286 -0.715
C -3.982 -3.018 4.636
H -2.324 2.026 2.241
C 3.894 1.154 -0.202
C -2.325 -2.279 -3.011
H -4.915 1.932 0.528
P 0.188 1.441 0.219
H 2.893 -0.678 -0.685
I -4.674 -2.599 1.769
H -2.971 -5.361 -4.226
I -2.941 -6.736 -1.413
H -1.546 6.589 -1.575
H -2.160 -1.251 -3.311
C -0.218 3.126 -0.412
H 3.842 3.301 -5.104
H 0.693 -5.317 -2.754
C -3.829 -2.117 3.623
H -2.561 -1.220 7.137
P 0.994 0.360 -2.385
H 1.784 2.638 -3.931
S 5.043 -0.079 2.067
C -3.496 -2.699 5.921
C -2.700 -4.814 -2.165
H 2.422 -0.002 0.847
C -2.224 0.742 5.353
H -1.925 0.993 6.365
H -1.704 2.628 4.531
C -2.919 -1.484 6.148
C -3.192 -0.853 3.779
C 4.233 -1.690 2.007
H -2.596 -3.010 -5.005
C 3.784 2.329 -4.630
C 2.623 1.952 -3.968
F -0.589 -2.718 3.399
H 3.163 -1.636 1.815
H 5.606 -0.479 -4.134
C -0.807 4.012 0.493
C -2.568 -3.263 -3.954
H 5.282 -0.507 -0.274
C 0.887 -2.259 -1.305
H 1.462 1.155 4.984
C 5.109 0.397 0.318
C -4.236 0.251 -2.260
C -1.279 5.247 0.080
C -0.597 4.755 -2.160
B -0.306 -2.565 2.063
C -2.444 -3.773 -1.286
H 4.705 -2.335 1.266
C 1.009 -2.081 -3.696
N 1.455 0.834 -0.813

---

No. 2
100
Properties=species:S:1:pos:R:3 method="wB97M-V/def2-TZVPD" e_homo_ev="-0.480 / -3.142" relative_energy_ev=0.049 orbital_gap_ev="2.6 / 5.3" energy_ev=-132174.966 spin_multiplicity=2 charge=-1 molar_mass_g_mol=840.44 largest_force_ev_per_a=2.78 s_squared=0.777
C -0.857 2.748 0.507
H 1.141 4.362 0.249
H -4.761 -3.278 -0.742
C 0.511 -1.702 -2.933
H -4.951 -3.128 2.811
C -1.814 -2.183 1.995
H 6.010 -1.478 -5.491
C -0.017 -0.605 4.163
C 2.111 -2.287 2.029
C -1.570 2.388 2.768
C -4.067 -1.256 -0.769
S -0.203 2.135 -1.068
C -6.422 -1.943 -0.817
H -4.417 2.965 -0.069
H -3.432 0.787 2.057
H 3.063 1.698 4.384
C -4.305 -1.117 2.478
H -5.287 -0.702 2.664
H -1.149 4.685 -0.294
P 2.228 -0.214 -1.459
O -2.321 1.031 -0.904
H -7.889 -0.363 -0.872
C 0.388 0.109 3.039
C -2.862 -3.019 2.320
H -0.838 -2.595 1.779
C 4.404 -1.657 -2.527
C -1.813 4.556 1.759
C -1.001 -1.758 -3.171
C -3.571 1.189 -0.931
H 0.841 -3.824 -3.203
H -7.161 -2.736 -0.820
C 2.202 1.046 4.319
H 4.744 -0.134 0.217
H -6.227 1.411 -0.897
H -1.361 -0.788 -3.503
O -2.858 -1.658 -0.698
C 1.534 2.468 -0.634
H 2.217 -1.763 -4.283
H 4.618 1.309 -1.396
C 4.248 -1.193 1.994
C 3.997 -0.727 0.722
N 0.772 -0.645 -1.947
H -0.888 -1.243 4.111
H -3.177 3.233 -1.302
C 1.175 -1.458 -4.298
H 1.831 1.483 2.255
C -6.835 -0.608 -0.849
P -0.503 0.147 1.425
C 0.679 -0.490 5.352
H 1.388 -2.900 2.550
O -0.487 3.234 -2.007
C 2.498 1.554 -1.084
C -1.958 3.711 2.852
C -3.255 -0.275 2.149
C -1.039 1.878 1.578
Cu -1.088 -0.563 -0.753
H 5.180 -0.939 2.484
C -4.116 -2.484 2.571
H -2.702 -4.087 2.379
H 0.662 -2.054 -5.051
H -1.519 -2.025 -2.254
C 5.348 -1.202 -4.684
H 5.255 3.443 -0.393
C -5.089 -2.247 -0.774
H 4.657 0.569 -5.666
C 2.778 -1.017 0.086
C 0.975 -3.073 -2.424
H 2.317 0.436 6.375
C 3.310 -1.970 2.661
C -5.894 0.385 -0.866
C 4.575 -0.054 -4.785
C 4.212 3.158 -0.434
C -4.506 0.120 -0.850
H 3.519 4.964 0.524
C -1.990 -0.800 1.920
H -4.812 2.756 -1.783
C 5.277 -1.990 -3.544
H 3.077 1.163 -3.838
C 1.786 0.338 5.438
C 1.907 3.674 -0.076
C 3.600 -0.526 -2.635
C 3.850 1.948 -0.980
H -2.126 5.589 1.821
H 0.346 -1.042 6.222
H 2.032 -3.026 -2.158
C 1.512 0.928 3.130
C 3.242 4.026 0.060
C 1.843 -1.807 0.766
C -1.261 4.066 0.586
H 5.901 -2.869 -3.464
H 0.400 -3.368 -1.548
H 3.509 -2.323 3.663
C 3.700 0.280 -3.772
H -1.687 1.734 3.624
H 4.347 -2.270 -1.636
H 1.112 -0.408 -4.575
H -1.239 -2.508 -3.925
C -4.038 2.627 -1.033
H 0.914 -2.037 0.255
H -2.382 4.089 3.772

---

No. 3
108
Properties=species:S:1:pos:R:3 method="wB97M-V/def2-TZVPD" e_homo_ev="-11.250 / -11.249" relative_energy_ev=0.930 orbital_gap_ev="4.7 / 3.6" energy_ev=-165775.363 spin_multiplicity=4 charge=+2 molar_mass_g_mol=1118.96 largest_force_ev_per_a=2.63 s_squared=3.794
Br -1.151 2.938 0.778
C -1.033 -2.975 2.352
C -4.866 -2.662 0.201
C 5.780 2.492 0.817
C 1.730 0.071 -0.934
C -1.194 1.700 2.207
H -3.370 1.551 6.212
H -0.780 1.839 8.040
C -1.664 0.398 -3.779
C 2.728 3.789 -3.548
C 4.133 1.951 -1.372
H -1.465 -2.548 5.074
N -1.109 -0.558 -3.115
H 0.964 -2.748 -5.532
C -1.255 2.287 3.439
H -1.508 0.505 -4.846
H 6.412 2.700 1.672
C 0.255 -2.291 -2.956
C -3.514 1.634 -0.918
C -0.440 -2.581 4.692
Cl 3.576 0.201 -5.063
C -0.886 -0.514 3.266
C -3.281 2.293 -3.560
C -5.507 -3.094 -0.956
H 2.324 4.530 -6.825
H 3.438 -6.150 -4.710
C 3.141 1.876 -4.905
C -0.963 0.142 4.472
C -4.913 -2.807 -2.175
N -2.629 0.970 -1.675
C 2.543 -5.230 -3.008
H -0.140 -3.630 4.645
C -1.104 0.265 2.046
H -2.912 2.953 7.194
Re -1.282 -0.545 -1.127
N -3.083 -1.718 -1.084
H 2.971 -5.926 -2.295
H 1.859 1.422 0.694
H 2.155 5.564 -4.580
C 1.138 -1.857 2.881
C -0.503 3.510 5.998
C 3.104 2.439 -3.621
C -4.164 3.000 -2.759
C -2.541 1.267 -3.005
C 3.818 1.420 -0.123
C 2.802 -5.348 -4.358
H -1.351 3.362 3.485
H -6.441 -3.640 -0.894
H 4.416 1.287 1.932
O 2.219 -0.788 -1.652
C -3.674 -1.967 0.095
N 1.449 -4.026 -1.209
H -0.509 3.917 7.010
Cl 2.479 4.561 -2.014
C 2.244 -4.448 -5.271
H 2.710 -0.101 0.895
C -1.289 2.186 5.977
C -0.347 -1.969 3.289
C -5.392 -2.901 1.520
N 3.353 1.627 -2.514
H 0.268 0.973 6.915
C 5.262 2.758 -1.508
C 1.138 -3.310 -3.472
O -1.220 -0.357 0.917
H -3.182 -1.598 0.976
C -4.303 2.644 -1.424
H -1.387 0.398 7.237
N -5.771 -3.073 2.593
C 2.516 0.711 0.186
H 5.499 3.149 -2.491
H -3.160 2.518 -4.613
C -3.711 -2.136 -2.202
C 2.872 2.609 -6.046
H 1.657 -1.118 3.492
H 1.893 -4.642 -0.548
C 0.652 -3.079 -0.777
H -0.534 -3.943 2.455
O 0.476 0.479 -1.039
N -0.318 -1.464 -3.773
H 3.119 0.663 -2.622
H -3.572 1.351 0.124
C 2.453 4.528 -4.687
H 0.225 -2.090 5.406
H -2.081 -3.120 2.632
H -5.377 -3.111 -3.105
H -4.990 3.164 -0.772
H -0.943 4.263 5.344
H 2.949 2.129 -7.015
H 0.513 -3.001 0.292
H 2.470 -4.545 -6.326
C 2.535 3.945 -5.938
C 4.662 1.696 0.953
H 1.226 -1.551 1.832
C 6.077 3.033 -0.427
C -0.763 1.286 7.100
H 1.635 -2.823 3.009
C -1.178 1.522 4.615
H -3.189 3.146 5.454
H -4.746 3.814 -3.172
H -0.968 -2.679 1.312
C 1.411 -3.444 -4.836
C 1.722 -4.200 -2.573
C -2.786 2.476 6.219
H 6.955 3.653 -0.555
H -3.219 -1.931 -3.145
H -0.835 -0.437 5.373
N 0.027 -2.234 -1.566
H 0.536 3.355 5.697

---

No. 4
117
Properties=species:S:1:pos:R:3 method="wB97M-V/def2-TZVPD" e_homo_ev=-9.958 relative_energy_ev=0.118 orbital_gap_ev=6.5 energy_ev=-167226.440 charge=+1 molar_mass_g_mol=1228.79 largest_force_ev_per_a=0.45
H -1.999 7.404 -0.515
C -4.888 2.075 4.572
C -3.791 1.437 4.020
H -5.104 0.713 0.972
C 0.809 -1.673 -0.319
H 1.545 -6.588 -0.578
N 0.385 -0.827 -2.975
H 8.877 -3.786 2.009
C 0.344 2.122 -3.571
H 2.184 0.116 1.133
H 4.635 -6.498 -0.328
N -2.909 -0.694 -4.115
C -4.853 3.913 -1.090
C -5.018 1.074 1.988
C -4.417 5.177 -3.538
C -2.524 -2.825 4.387
H 6.984 -2.711 2.944
N -0.723 -1.309 -4.773
H 9.120 -0.331 0.641
N -5.562 -1.032 -1.929
N -5.081 -1.121 -3.183
C -1.585 5.455 0.288
Br -6.378 7.174 -3.102
H 9.633 -2.578 0.169
C -3.891 3.435 -1.975
H 0.807 -2.276 4.156
C -6.123 1.702 2.552
O -1.107 2.028 2.775
C 6.810 -3.038 1.911
H 7.968 -4.364 0.599
H 8.102 -2.323 -0.405
H 0.571 -4.808 -1.543
H -1.085 6.839 -2.750
C -1.562 -0.828 -3.879
C 8.122 -3.523 1.271
H -2.878 1.335 4.592
H -1.960 5.687 1.277
C 3.107 -5.150 -1.222
H -3.236 -3.513 4.823
C 2.948 -2.921 -0.181
C -1.084 4.184 0.037
H -0.810 -3.864 5.152
C -3.081 2.288 -1.592
H 6.780 -0.021 0.499
C -2.602 0.255 2.175
C -2.975 -1.742 3.650
H -3.220 -1.091 -4.989
O -1.729 -3.996 -1.415
N -0.919 -0.492 -2.750
H -4.039 -1.587 3.516
O 0.226 -0.564 -0.229
H 1.683 2.050 0.137
H 3.702 -4.973 -2.110
C 2.780 -0.741 0.851
C -1.499 1.293 1.907
H 2.708 -7.233 -1.819
C 8.552 -1.088 1.176
H 0.990 1.292 -3.849
C 3.656 -6.067 -0.168
C 4.313 -2.941 0.130
C -0.709 -1.053 3.265
H -3.754 -0.583 0.640
C -3.826 -0.729 -3.089
O -3.154 1.739 -0.457
C 1.019 -3.936 -1.087
C -2.072 -0.849 3.084
C 1.729 1.902 -0.942
H 0.864 3.035 -3.864
C 0.236 -2.855 -0.828
H 2.366 2.683 -1.370
H 6.890 -0.245 2.244
H 0.008 -0.359 2.842
C -3.671 4.064 -3.197
H -5.001 3.415 -0.140
N 0.477 -1.294 -4.161
W -1.728 0.157 -0.876
H -0.239 4.617 -3.208
H 3.416 -5.829 0.860
N -4.654 -0.613 -1.123
C 7.058 -0.728 1.279
C -6.061 2.207 3.840
N -3.533 -0.381 -1.844
N 8.669 -2.391 0.442
C 2.519 -6.510 -1.040
H -0.580 2.053 -4.144
C -0.257 -2.135 4.007
H 6.096 -3.856 1.946
H -4.259 5.683 -4.480
C -1.162 -3.024 4.568
C 4.094 -0.819 1.205
C -0.600 4.825 -2.211
O -1.903 -1.876 -0.782
F 4.633 0.167 1.949
C 2.192 -1.781 0.130
C -0.595 3.828 -1.226
C -1.092 6.099 -1.960
N 2.335 -3.994 -0.814
H -2.914 3.681 -3.867
Si 0.060 2.127 -1.726
H -4.829 2.464 5.580
H -6.923 2.697 4.275
O -2.227 1.742 -2.370
H -7.034 1.790 1.975
H 9.010 -1.243 2.151
C 4.902 -1.897 0.816
O -2.824 -0.373 0.893
C -3.847 0.935 2.721
N 6.293 -1.953 1.095
O -0.987 1.281 0.694
H 2.160 0.933 -1.184
C -1.226 -2.955 -1.064
H 4.925 -3.777 -0.179
C -5.371 5.646 -2.646
C -5.602 5.025 -1.426
H -1.067 3.481 0.852
C -1.602 6.416 -0.711
H -6.353 5.414 -0.753